This record from OMol25 describes C4H3N in the gas phase. The level of theory is the ωB97M-V functional and the def2-TZVPD basis.

```
8
Properties=species:S:1:pos:R:3:forces:R:3:nbo_charge:R:1
C -0.0600 -1.1501 0.3237 0.587 1.271 0.432 -0.14
C -0.7401 1.1602 -0.8505 1.924 -2.506 0.826 0.26
H 1.1732 0.1347 -1.0905 -0.018 -0.089 0.051 0.22
H -0.4491 -2.1299 0.2100 -0.282 -0.438 -0.012 0.24
C 0.4775 -0.2067 1.0378 -0.545 -0.878 -1.071 -0.13
N -1.5402 1.9102 -1.1690 -0.540 0.648 -0.217 -0.35
C 0.3192 0.0900 -0.4217 -1.297 1.865 -0.428 -0.33
H 0.8195 0.1915 1.9602 0.170 0.127 0.420 0.24
```
Positions in Å, forces in eV/Å.



This record from OMol25 describes C4H3N3 in the gas phase. The level of theory is the ωB97M-V functional and the def2-TZVPD basis.

```
10
Properties=species:S:1:pos:R:3:forces:R:3:nbo_charge:R:1
C -1.3397 0.4558 -0.0928 -0.096 -0.054 -0.058 -0.42
H 0.4231 1.2701 1.0244 -0.029 -0.117 -0.103 0.43
C -1.3279 -0.7889 -0.9604 0.313 0.132 0.186 0.14
H -1.6324 1.3324 -0.6833 0.017 -0.129 0.070 0.26
H -2.0522 0.3330 0.7322 0.066 0.014 -0.129 0.26
C 0.6715 -0.4560 -0.1174 -0.073 0.233 0.139 0.38
N 3.1944 -0.8010 0.4188 -1.094 0.150 -0.230 -0.21
N 0.0274 0.5786 0.4038 0.119 -0.206 -0.092 -0.51
C 2.0741 -0.6568 0.1747 0.995 -0.162 0.189 0.22
N -0.0384 -1.2672 -0.8999 -0.217 0.139 0.027 -0.54
```
Positions in Å, forces in eV/Å.



| no. | electronic energy (Ha) |
| --- | --- |
| 1 | -208.86363 |
| 2 | -318.36826 |